# C60H63AsCrN4O3P2S

A structure of composition C60H63AsCrN4O3P2S (ωB97M-V with the def2-TZVPD basis set, the Open Molecules 2025 dataset).

ORCA input file:
```
! wB97M-V def2-TZVPD RIJCOSX def2/J DEFGRID3
* xyz 0 5
C -1.0755 -2.3746 1.3049
H 1.8497 -0.2384 6.4532
C 4.1065 2.7741 -0.4161
C 1.1639 -5.5615 0.2956
C -3.3402 -2.0114 -2.1859
C 3.8010 -2.6988 -6.1677
H 3.3773 0.5868 -5.4852
C -0.8121 -1.0898 -2.7855
H -1.8872 -1.0242 4.5240
C 1.0728 3.6589 2.5857
H -5.3918 2.3606 -2.9525
H -4.8328 3.7743 -1.2048
H -3.1291 -3.2827 -3.9083
C -5.5360 0.1894 2.9822
C 1.2551 -0.2888 5.5495
C -0.6818 -2.6279 -4.8140
C -1.3933 -2.0755 -3.6048
C -0.2795 -0.4169 3.2302
H 1.9660 2.9157 -2.8493
C -2.6662 -2.5243 -3.2866
H 1.6845 -3.2261 -2.4691
H 3.2438 5.6076 5.0703
C -3.2430 2.0368 -2.9543
N 1.2627 0.5752 -1.3509
C -0.0806 -0.6651 5.6183
H -1.9667 6.2864 -2.3358
H -2.3820 2.2276 -3.6022
H 0.8210 6.1421 4.8903
As -2.6410 2.5835 -1.1509
C 3.7775 -3.2481 3.2236
H -4.6659 2.3277 -4.5517
C 3.4155 -0.4862 -5.3421
H -0.8643 4.0074 -2.1477
H -4.4830 3.7510 -3.5315
C -0.7626 -4.7206 -0.8600
C 2.9533 -3.0280 2.1283
C 3.0689 -1.0057 -4.0993
H 5.7865 2.2740 0.8207
H 3.4830 -4.2845 -4.7644
C -0.9189 -5.9480 -1.4887
C 2.4145 3.3450 2.6792
C -3.8761 -1.3595 2.1868
H -6.5499 0.3975 3.2995
O -2.0073 4.3345 4.0925
C 1.5712 -3.1857 2.2234
C -4.2818 4.0138 0.8660
C 2.6212 5.0629 4.3721
C 1.2680 5.3706 4.2776
C 4.8534 1.9290 0.3935
H -4.3387 -2.3593 -1.9478
H -1.7324 -2.5148 0.4433
H 4.0613 -0.9158 -7.3396
C -4.3553 3.1944 -0.4145
H 0.2579 -3.1230 -4.5538
H -0.0386 -3.6932 3.5618
C 3.1865 4.0618 3.5860
N 2.6940 -0.0977 -3.0669
H 4.0839 -3.3689 -6.9692
C -4.5124 2.6621 -3.5232
C 2.0818 3.2929 -1.8300
C 1.8218 0.0339 4.3260
H -1.3100 -3.3596 -5.3197
C -5.1806 -1.0906 2.5839
H -3.7200 4.9361 0.7196
C 3.2224 -3.6102 4.4406
C 3.4579 -3.2130 -4.9270
H 2.8368 2.5650 2.0604
H 3.3051 -3.8988 -2.3603
C 2.4595 1.0628 -0.7323
H -2.8039 5.0681 -3.2910
C 0.0364 3.0463 1.6973
C 3.0984 -2.3858 -3.8658
S -1.2081 4.7226 2.9623
H 3.3928 -2.7264 1.1822
C -4.5887 1.2065 2.9693
H 4.8490 -3.1252 3.1273
H -5.2883 4.2851 1.1923
H -1.4444 -3.9158 -1.1111
H 4.4566 3.7823 -0.6064
C 1.4566 -0.0488 -2.4774
H 0.7870 -1.0001 -4.0874
H -2.5662 1.7506 2.5272
H -3.6131 -2.3634 1.8760
H -3.7965 3.4713 1.6718
C -2.9225 -0.3468 2.1734
H -4.8589 2.2088 3.2774
H -3.4684 5.5959 -1.7412
Cr -0.6245 0.9471 -0.4388
C 0.5192 4.6456 3.3753
H -3.2964 -0.6160 -0.5850
H -3.3517 0.9552 -2.9187
C 3.1974 0.2211 0.0915
N 0.4729 -0.6361 -3.2031
H 1.4847 0.2586 2.2166
O 0.3530 2.1167 0.9045
C -0.0358 -6.9860 -1.2292
C 1.0291 -3.5623 3.4501
H -1.3834 4.6449 -0.5952
C 1.8466 -3.7651 4.5510
N -1.1766 3.5247 1.8521
H -0.1606 -7.9438 -1.7181
H 1.0815 3.3933 -1.4072
H 2.8105 -0.7733 0.2728
C 1.0534 -0.0188 3.1715
O -1.5029 5.9805 2.3294
H 1.7024 -7.5907 -0.1239
C -1.7419 4.2837 -1.5590
H 1.4076 -4.0422 5.5011
P 0.6059 -2.8308 0.7020
H 4.2423 3.8418 3.6841
P -1.1874 -0.5757 1.6569
C -2.5450 5.3624 -2.2739
H 3.4138 0.4601 -2.6347
C -2.7314 -1.0325 -1.4162
C 3.7906 -1.3276 -6.3765
C 2.7478 -2.9779 -2.5300
C -3.2931 0.9438 2.5556
H -1.4335 -3.0053 2.1189
H 2.8596 0.3394 4.2684
C 1.0076 -6.7873 -0.3350
C 4.3886 0.6492 0.6605
H -5.9163 -1.8849 2.5831
H 2.9564 -2.2869 -1.7128
C -0.8447 -0.7327 4.4643
H 1.9815 -5.4227 0.9926
H 2.5364 4.2818 -1.8786
C -1.4486 -0.5260 -1.6797
H -0.5278 -0.9043 6.5751
C 0.2757 -4.5137 0.0466
H -0.4485 -1.8464 -5.5454
H 3.8571 -3.7666 5.3036
H 4.9513 -0.0188 1.3021
C 2.9029 2.3652 -0.9825
H -4.9594 2.2968 -0.2692
H -1.7338 -6.0869 -2.1890
*
```

## Properties
- Kohn-Sham gap (spin up / spin down) (eV) = 7.557 / 8.534

These are the Mulliken partial charges, in e, on atoms 1 to 8: C -2.2567; H 0.4286; C -0.5855; C -0.6853; C -0.6018; C -0.6763; H 0.4961; C -0.6467

***

# C4H11NO

A cluster of 2 separate species, C4H11NO in total (ωB97M-V with the def2-TZVPD basis set, the Open Molecules 2025 dataset).

ORCA input file:
```
! wB97M-V def2-TZVPD RIJCOSX def2/J DEFGRID3
* xyz 0 1
H -1.1376 1.4977 -0.4509
H -1.2760 0.7111 -2.0416
H 2.2998 1.0861 -0.8673
C 0.6854 -0.4078 1.6046
H -2.7665 1.3853 -1.3425
H 2.4141 -0.6086 -1.0883
H 0.5140 -1.4708 1.8589
H 0.3419 -0.7834 -0.2753
C 2.1594 0.1268 -0.2887
N 0.7110 0.0225 0.2228
H 1.6956 -0.1624 1.9843
O -1.5158 -1.6143 -0.7095
H -2.9376 -0.6160 0.2203
C -1.7779 0.9508 -1.1301
H 2.7594 0.3436 0.5832
H -0.0752 0.0740 2.2139
C -2.0939 -0.5346 -0.4940
*
```

## Properties
- energy relative to the best compared isomer or geometry (same formula, charge and spin) (kcal/mol) = 61.4
- SMILES = CC=O.CNC
- Kohn-Sham gap (eV) = 9.942

These are the natural (NBO) partial charges, in e, on atoms 1 to 8: H 0.2652; H 0.2236; H 0.1854; C -0.4219; H 0.2146; H 0.2032; H 0.1836; H 0.3783

***

| no. | strongest force on any atom (eV/A) |
| --- | --- |
| 1 | 0.42 |
| 2 | 3.60 |